No. 1
The following is a quantum chemistry calculation of C17H23Br4CrF7N3O4P2Si as an isolated structure in a non-equilibrium geometry, from the OMol25 dataset.

Properties
Multiplicity: 6
Electronic energy: -384741.20831 eV
Energy relative to the best compared isomer or geometry (same formula, charge and spin): 0.0 kcal/mol
Gap between HOMO and LUMO (alpha / beta): 6.90 / 5.20 eV

Each line ends with the Mulliken charge.
Positions of all 62 atoms, in Å:
Cr  1.281  -0.437  -0.188  0.321
C  -0.170  1.782  3.010  -1.000
Si  -0.081  -0.036  2.786  0.028
C  -0.275  -0.784  4.489  -1.234
C  -1.492  -0.554  1.712  0.115
N  1.361  -0.448  1.843  0.548
C  2.663  -0.192  2.357  0.042
C  3.092  -0.519  3.626  -0.224
C  4.348  -0.147  4.144  -0.924
C  5.216  0.565  3.344  -0.346
C  4.827  0.852  2.017  -0.931
C  3.577  0.534  1.610  0.667
F  3.145  0.997  0.342  -0.124
H  -1.082  1.895  3.567  0.381
H  -0.225  2.389  2.135  0.279
H  0.670  2.199  3.607  0.298
H  -1.261  -0.442  4.838  0.337
H  0.491  -0.517  5.205  0.355
H  -0.256  -1.875  4.461  0.315
H  -2.442  -0.236  2.199  0.484
H  -1.490  -1.645  1.654  0.269
H  -1.408  -0.178  0.694  -0.717
H  2.405  -1.163  4.196  0.466
H  4.648  -0.379  5.172  0.380
H  6.182  0.901  3.732  0.363
H  5.482  1.381  1.299  0.401
Br  0.012  5.158  -4.202  -0.146
C  0.376  3.416  -3.585  0.428
C  0.843  2.423  -4.494  0.061
Br  1.097  3.013  -6.246  -0.150
C  1.168  1.147  -4.062  0.087
Br  1.772  -0.160  -5.197  -0.063
C  1.140  0.816  -2.695  0.561
O  1.574  -0.270  -2.175  -0.520
C  0.564  1.865  -1.759  0.068
O  0.396  1.537  -0.524  -0.551
C  0.229  3.136  -2.245  -0.152
Br  -0.434  4.390  -0.990  -0.128
F  1.793  -2.681  -0.947  -0.360
P  0.424  -3.514  -1.162  1.670
F  0.488  -3.960  0.396  -0.380
F  1.169  -4.818  -1.632  -0.290
F  -1.055  -4.249  -1.285  -0.466
F  -0.396  -2.130  -0.721  -0.532
F  0.266  -3.005  -2.687  -0.365
N  -2.688  1.833  -0.516  0.095
C  -3.702  0.746  -0.699  -0.657
P  -3.248  -0.069  -2.285  0.919
O  -4.190  0.362  -3.351  -0.855
O  -1.740  0.139  -2.314  -0.454
C  -3.413  -1.896  -1.874  -0.530
N  -2.365  -2.542  -2.740  -0.046
H  -2.600  2.120  0.486  0.372
H  -2.965  2.630  -1.113  0.456
H  -1.756  1.491  -0.844  -0.623
H  -4.671  1.241  -0.772  0.464
H  -3.661  0.033  0.143  0.237
H  -4.380  -2.349  -2.059  0.409
H  -2.985  -1.941  -0.876  0.197
H  -2.025  -3.458  -2.417  0.447
H  -1.598  -1.856  -2.696  -0.124
H  -2.645  -2.541  -3.714  0.373

---

No. 2
The following is a quantum chemistry calculation of the molecule C2H3NOS2 in a non-equilibrium geometry, from the OMol25 dataset.

Properties
Electronic energy: -27327.28422 eV
Energy relative to the best compared isomer or geometry (same formula, charge and spin): 80.5 kcal/mol
SMILES: S=CO/C=N\S
Gap between HOMO and LUMO: 8.60 eV

Each line ends with the Mulliken charge.
Positions of all 9 atoms, in Å:
S  -3.141  0.131  -0.082  -0.221
C  -1.729  -0.847  -0.026  -0.032
O  -0.436  -0.446  0.227  -0.253
C  0.115  0.856  0.075  0.206
N  1.408  0.992  -0.075  -0.333
S  2.406  -0.441  -0.016  -0.113
H  -1.542  -2.015  -0.119  0.297
H  -0.727  1.439  0.567  0.264
H  3.646  0.331  -0.551  0.185

---

No. 3
The following is a quantum chemistry calculation of C34H40As2CoN5O4 as an isolated structure, from the OMol25 dataset.

Properties
Multiplicity: 2
Electronic energy: -210855.77815 eV
Total charge: -1
Gap between HOMO and LUMO (alpha / beta): 7.98 / 7.94 eV

Each line ends with the Mulliken charge.
Positions of all 86 atoms, in Å:
Co  0.147  0.887  0.364  0.428
C  0.883  1.297  3.743  -1.536
C  0.749  -0.196  3.861  1.638
C  0.419  -0.744  5.097  -0.826
C  0.321  -2.115  5.275  -1.042
C  0.572  -2.945  4.196  -0.443
C  0.908  -2.437  2.943  1.123
C  1.137  -3.406  1.814  -1.719
C  0.981  -1.042  2.760  -0.702
N  1.211  -0.495  1.466  0.383
C  2.357  -0.848  0.839  -0.341
O  3.335  -1.449  1.279  -0.755
C  2.368  -0.436  -0.610  0.678
C  3.420  -0.620  -1.484  -0.635
C  3.276  -0.146  -2.785  -0.448
C  2.102  0.494  -3.176  -0.758
C  1.101  0.631  -2.238  0.102
N  1.257  0.153  -1.015  0.403
C  -0.218  1.326  -2.450  0.095
O  -0.531  1.688  -3.587  -0.794
N  -0.908  1.439  -1.299  1.619
C  -2.093  2.223  -1.332  -1.205
C  -2.028  3.610  -1.545  1.262
C  -0.718  4.285  -1.844  -1.587
C  -3.204  4.353  -1.474  -0.738
C  -4.425  3.749  -1.207  -0.849
C  -4.479  2.376  -1.022  -1.023
C  -3.321  1.605  -1.088  1.256
C  -3.379  0.105  -0.961  -0.531
H  1.011  1.749  4.726  0.532
H  -0.014  1.739  3.315  0.151
H  1.721  1.586  3.113  0.292
H  0.253  -0.074  5.935  0.389
H  0.064  -2.531  6.243  0.379
H  0.507  -4.024  4.316  0.421
H  0.679  -4.372  2.045  0.385
H  2.203  -3.547  1.638  0.569
H  0.706  -3.025  0.887  -0.086
H  4.317  -1.111  -1.129  0.603
H  4.088  -0.262  -3.493  0.424
H  1.951  0.900  -4.169  0.571
H  0.071  3.940  -1.177  0.169
H  -0.812  5.368  -1.747  0.459
H  -0.406  4.049  -2.864  0.315
H  -3.151  5.428  -1.624  0.376
H  -5.328  4.348  -1.147  0.370
H  -5.428  1.886  -0.829  0.414
H  -4.332  -0.234  -0.550  0.517
H  -2.571  -0.270  -0.338  -0.704
H  -3.248  -0.363  -1.942  0.377
C  -2.661  -4.349  2.752  -1.415
As  -2.112  -2.845  1.617  1.270
C  -3.195  -1.487  2.528  -1.219
C  -3.268  -3.205  0.057  0.041
C  -4.621  -3.506  0.202  -0.754
C  -5.429  -3.757  -0.900  -0.887
C  -4.878  -3.720  -2.173  -0.745
C  -3.530  -3.425  -2.334  -0.303
C  -2.711  -3.160  -1.237  -0.331
As  -0.805  -2.678  -1.462  1.123
C  -0.725  -2.540  -3.416  -1.600
C  -0.161  -4.535  -1.321  -1.242
H  -3.739  -4.506  2.742  0.459
H  -2.334  -4.135  3.770  0.377
H  -2.162  -5.256  2.411  0.318
H  -4.232  -1.802  2.654  0.464
H  -3.171  -0.552  1.968  0.166
H  -2.743  -1.315  3.507  0.398
H  -5.064  -3.533  1.191  0.182
H  -6.481  -3.975  -0.764  0.386
H  -5.495  -3.918  -3.041  0.388
H  -3.122  -3.384  -3.336  0.246
H  0.322  -2.380  -3.679  0.409
H  -1.288  -1.666  -3.749  0.430
H  -1.084  -3.434  -3.928  0.503
H  -0.631  -5.156  -2.085  0.418
H  -0.417  -4.919  -0.335  0.293
H  0.924  -4.565  -1.433  0.407
N  -1.858  3.157  1.862  -0.598
N  -0.688  3.909  2.031  0.112
C  0.582  3.728  1.467  0.297
O  1.407  4.619  1.678  -0.809
O  0.821  2.650  0.789  -0.285
H  -2.241  3.326  0.943  0.270
H  -1.645  2.179  1.902  0.080
H  -0.818  4.774  2.514  0.176

---

No. 4
The following is a quantum chemistry calculation of a 2-piece molecular cluster, C6H12N4 overall in a non-equilibrium geometry, from the OMol25 dataset.

Properties
Electronic energy: -12373.86608 eV
Energy relative to the best compared isomer or geometry (same formula, charge and spin): 61.4 kcal/mol
SMILES: Cc1nc[nH]n1.C=NCC
Gap between HOMO and LUMO: 9.85 eV

Each line ends with the Mulliken charge.
Positions of all 22 atoms, in Å:
C  1.822  -1.882  -0.637  -0.962
C  1.841  -0.532  -0.102  0.509
N  2.990  0.067  -0.573  -0.554
C  3.094  1.180  0.062  -0.002
N  2.040  1.239  0.961  -0.154
N  1.229  0.167  0.789  -0.255
H  1.553  -2.624  0.130  0.293
H  0.996  -1.961  -1.410  0.179
H  2.795  -1.966  -1.170  0.372
H  4.079  1.821  -0.045  0.354
H  1.680  1.924  1.602  0.203
C  -0.489  1.660  -1.369  -0.452
N  -0.824  1.190  -0.268  -0.262
C  -1.772  0.181  -0.050  -0.371
C  -1.509  -0.346  1.361  -0.705
H  -0.696  1.136  -2.320  0.295
H  0.295  2.456  -1.357  0.261
H  -1.471  -0.604  -0.810  0.239
H  -2.792  0.634  -0.182  0.403
H  -0.779  -1.283  1.259  0.107
H  -0.838  0.519  1.855  0.151
H  -2.447  -0.436  1.916  0.353

---

No. 5
The following is a quantum chemistry calculation of the molecule C4H7NO in a non-equilibrium geometry, from the OMol25 dataset.

Properties
Electronic energy: -7793.99795 eV
Energy relative to the best compared isomer or geometry (same formula, charge and spin): 130.2 kcal/mol
Gap between HOMO and LUMO: 9.45 eV

Each line ends with the Mulliken charge.
Positions of all 13 atoms, in Å:
C  -1.864  -0.426  0.064  -0.421
N  -1.596  0.980  0.272  -0.639
C  -0.944  0.300  -0.864  0.223
C  0.422  -0.128  -0.834  -0.539
C  2.236  -0.074  0.330  -0.533
O  0.818  -0.009  0.406  -0.141
H  -1.414  -1.147  0.735  0.212
H  -2.851  -0.659  -0.297  0.266
H  -0.928  1.079  1.030  0.330
H  -1.301  0.569  -1.829  0.417
H  2.311  -0.641  -0.748  0.374
H  2.539  -0.797  1.020  0.231
H  2.571  0.955  0.716  0.220

---

No. 6
The following is a quantum chemistry calculation of the molecule C10H11NO3 in a non-equilibrium geometry, from the OMol25 dataset.

Properties
Electronic energy: -18180.38834 eV
Energy relative to the best compared isomer or geometry (same formula, charge and spin): 34.2 kcal/mol
SMILES: C[C@@H](O)[C@@]1(O)NC(=O)c2ccccc21
Gap between HOMO and LUMO: 10.17 eV

Each line ends with the Mulliken charge.
Positions of all 25 atoms, in Å:
C  1.591  -1.102  1.514  -1.283
C  1.468  0.414  1.511  0.466
O  2.778  0.988  1.381  -0.566
C  0.742  0.821  0.215  0.858
O  0.696  2.266  0.260  -0.581
N  1.443  0.437  -0.968  0.000
C  0.834  -0.499  -1.784  0.053
O  1.382  -1.120  -2.634  -0.648
C  -0.560  -0.445  -1.247  0.462
C  -1.688  -0.950  -1.895  -0.480
C  -2.928  -0.771  -1.225  -0.520
C  -2.935  -0.107  0.033  -0.478
C  -1.771  0.437  0.583  -0.245
C  -0.582  0.300  -0.108  -0.761
H  2.202  -1.429  0.665  0.364
H  0.556  -1.612  1.571  0.267
H  2.187  -1.461  2.466  0.359
H  0.944  0.983  2.408  0.292
H  2.836  1.681  0.737  0.365
H  -0.236  2.515  0.045  0.454
H  2.405  0.466  -1.166  0.228
H  -1.653  -1.368  -2.920  0.412
H  -3.785  -1.434  -1.485  0.324
H  -3.911  -0.148  0.600  0.309
H  -2.014  1.136  1.444  0.349